Entry 1:
The following is a quantum chemistry calculation of a cluster of 6 separate species, C27H57N3O10PS5 in total at a distorted geometry, from OMol25.

Summary:
electronic energy	-117322.9315	eV
2S+1	1
Kohn-Sham gap	5.6	eV
net charge	+1
ΔE to the lowest compared entry with this formula, charge and spin	54.05	kcal/mol
HOMO level	-10.744	eV
strongest force on any atom	5.84	eV/Å
LUMO	-5.14	eV

Cartesian coordinates (Å):
C: 2.43 -0.47 -0.11
C: 3.57 -0.10 0.95
P: 5.17 -0.02 -0.02
C: 5.11 1.42 -1.25
C: 4.58 2.72 -0.50
C: 6.66 0.35 1.07
C: 7.81 -0.73 1.24
N: 8.56 -0.08 2.39
C: 7.87 1.11 2.81
N: 8.40 2.22 3.35
N: 6.48 0.84 2.46
H: 2.96 -1.10 -0.89
H: 1.61 -1.06 0.34
H: 2.08 0.46 -0.63
H: 3.59 -0.87 1.78
H: 3.39 0.91 1.41
H: 6.17 1.63 -1.55
H: 4.46 1.09 -2.09
H: 5.11 2.81 0.49
H: 4.91 3.63 -1.09
H: 3.47 2.77 -0.40
H: 7.17 1.24 0.58
H: 7.28 -1.68 1.50
H: 8.44 -0.80 0.31
H: 9.38 0.30 1.89
H: 8.74 2.19 4.31
H: 8.44 3.10 2.84
H: 6.11 0.19 3.15
C: -0.95 0.67 3.90
C: -1.71 -0.17 2.87
C: -1.94 0.71 1.64
S: -0.60 1.89 1.61
O: -1.13 3.21 1.82
O: 0.28 1.58 0.50
C: 0.18 1.35 3.12
H: -0.56 0.06 4.71
H: -1.61 1.43 4.33
H: -1.12 -1.04 2.59
H: -2.66 -0.53 3.28
H: -1.94 0.13 0.72
H: -2.88 1.27 1.72
H: 0.61 2.20 3.64
H: 0.96 0.63 2.86
C: -5.48 5.72 2.11
C: -4.96 4.93 0.90
C: -4.41 3.60 1.42
S: -5.34 3.23 2.91
O: -4.43 3.26 4.04
O: -6.21 2.10 2.66
C: -6.31 4.73 2.92
H: -6.07 6.58 1.80
H: -4.63 6.08 2.71
H: -5.78 4.75 0.21
H: -4.19 5.49 0.36
H: -4.56 2.79 0.70
H: -3.36 3.67 1.69
H: -6.48 5.05 3.94
H: -7.26 4.51 2.42
C: 1.54 -4.32 -2.70
C: 0.40 -5.33 -2.53
C: -0.30 -5.01 -1.20
S: -0.06 -3.25 -0.92
O: 0.76 -3.09 0.26
O: -1.32 -2.57 -1.08
C: 0.94 -2.96 -2.37
H: 1.95 -4.34 -3.71
H: 2.35 -4.55 -2.00
H: -0.31 -5.22 -3.35
H: 0.76 -6.35 -2.54
H: -1.37 -5.22 -1.25
H: 0.15 -5.54 -0.37
H: 1.69 -2.20 -2.15
H: 0.28 -2.61 -3.17
C: -10.82 4.93 -1.02
C: -10.20 5.17 -2.40
C: -9.14 6.27 -2.23
S: -8.56 6.16 -0.54
O: -8.94 7.36 0.16
O: -7.20 5.67 -0.53
C: -9.66 4.84 -0.04
H: -11.43 4.03 -1.00
H: -11.47 5.77 -0.75
H: -9.72 4.25 -2.74
H: -10.94 5.46 -3.14
H: -8.30 6.13 -2.91
H: -9.57 7.26 -2.38
H: -9.95 4.98 1.00
H: -9.12 3.90 -0.16
C: 5.90 -8.42 -3.74
C: 5.51 -8.87 -2.33
C: 4.47 -7.88 -1.80
S: 3.61 -7.25 -3.25
O: 3.90 -5.83 -3.36
O: 2.26 -7.76 -3.27
C: 4.58 -8.13 -4.46
H: 6.48 -9.18 -4.27
H: 6.51 -7.51 -3.69
H: 5.09 -9.87 -2.37
H: 6.38 -8.91 -1.67
H: 3.75 -8.37 -1.15
H: 4.93 -7.04 -1.29
H: 4.71 -7.51 -5.35
H: 4.06 -9.05 -4.70



Entry 2:
The following is a quantum chemistry calculation of a structure of composition C27H57N4O9S4 at a distorted geometry, from OMol25.

Summary:
electronic energy	-96638.9028	eV
2S+1	1
Kohn-Sham gap	6.1	eV
net charge	+1
ΔE to the lowest compared entry with this formula, charge and spin	0.00	kcal/mol
HOMO level	-9.133	eV
strongest force on any atom	17.63	eV/Å
LUMO	-3.06	eV

Cartesian coordinates (Å):
C: -3.51 0.45 4.06
C: -3.11 1.40 2.94
C: -3.23 2.86 3.35
C: -2.03 3.45 4.09
N: -0.72 3.20 3.45
C: 0.42 3.87 4.22
C: 0.39 3.66 5.71
C: 0.77 2.24 6.18
C: 1.12 1.28 5.07
N: -0.06 0.65 4.45
C: 0.20 0.05 3.22
C: -0.01 -1.43 3.09
O: 0.57 0.74 2.28
C: -0.61 3.59 2.15
N: 0.25 2.91 1.39
N: -1.33 4.60 1.59
H: -4.59 0.41 4.15
H: -3.11 0.76 5.03
H: -3.18 -0.56 3.87
H: -3.81 1.23 2.12
H: -2.13 1.15 2.54
H: -4.05 2.92 4.07
H: -3.52 3.49 2.51
H: -2.01 3.03 5.08
H: -2.21 4.52 4.18
H: 1.36 3.50 3.83
H: 0.40 4.94 4.00
H: 1.13 4.34 6.11
H: -0.55 3.99 6.14
H: -0.01 1.84 6.82
H: 1.65 2.32 6.81
H: 1.72 1.75 4.30
H: 1.74 0.49 5.49
H: -0.48 0.00 5.10
H: -0.97 -1.63 2.62
H: 0.02 -1.93 4.05
H: 0.78 -1.80 2.45
H: 0.90 3.49 0.85
H: 0.80 2.23 1.92
H: -1.38 5.50 2.04
H: -1.86 4.49 0.75
C: 2.80 -0.60 -0.51
C: 3.42 -1.95 -0.10
C: 4.93 -1.72 0.09
S: 5.11 0.00 0.57
O: 5.83 0.70 -0.46
O: 5.54 0.08 1.95
C: 3.38 0.43 0.46
H: 1.71 -0.62 -0.45
H: 3.08 -0.35 -1.53
H: 2.98 -2.29 0.84
H: 3.24 -2.72 -0.85
H: 5.36 -2.35 0.87
H: 5.49 -1.86 -0.84
H: 3.28 1.45 0.11
H: 2.95 0.32 1.45
C: 0.65 0.81 -4.23
C: -0.36 1.82 -3.68
C: -0.41 1.65 -2.16
S: 1.21 1.03 -1.68
O: 1.06 -0.31 -1.14
O: 1.91 2.04 -0.92
C: 1.88 0.92 -3.34
H: 0.89 1.00 -5.27
H: 0.23 -0.20 -4.17
H: -0.03 2.84 -3.93
H: -1.34 1.68 -4.13
H: -0.59 2.58 -1.63
H: -1.14 0.90 -1.86
H: 2.55 0.06 -3.40
H: 2.44 1.84 -3.52
C: -4.45 -1.61 -3.42
C: -3.24 -2.53 -3.61
C: -2.75 -2.36 -5.05
S: -3.20 -0.70 -5.54
O: -4.18 -0.75 -6.60
O: -2.02 0.11 -5.69
C: -4.04 -0.27 -4.01
H: -4.73 -1.51 -2.37
H: -5.31 -2.01 -3.96
H: -2.44 -2.24 -2.92
H: -3.48 -3.57 -3.40
H: -1.66 -2.47 -5.12
H: -3.25 -3.05 -5.73
H: -4.88 0.39 -4.24
H: -3.32 0.25 -3.38
C: 1.24 -5.85 -2.70
C: 1.47 -4.67 -1.74
C: 1.95 -3.48 -2.59
S: 1.25 -3.72 -4.23
O: 2.31 -3.94 -5.17
O: 0.24 -2.72 -4.49
C: 0.45 -5.29 -3.87
H: 0.71 -6.66 -2.21
H: 2.20 -6.24 -3.04
H: 0.53 -4.41 -1.25
H: 2.20 -4.91 -0.97
H: 1.61 -2.52 -2.20
H: 3.03 -3.46 -2.70
H: 0.49 -5.91 -4.77
H: -0.58 -5.08 -3.60



Entry 3:
The following is a quantum chemistry calculation of a cluster of 11 separate species, C27H58B2F23N5O11P in total at a distorted geometry, from OMol25.

Summary:
electronic energy	-132068.2339	eV
2S+1	1
Kohn-Sham gap	3.9	eV
net charge	-1
HOMO level	-3.754	eV
strongest force on any atom	6.09	eV/Å
LUMO	0.16	eV

Cartesian coordinates (Å):
C: 4.42 -1.68 -2.11
C: 5.41 -0.60 -2.48
O: 6.63 -0.76 -2.35
N: 4.92 0.56 -3.34
H: 5.70 0.71 -3.97
H: 4.23 0.35 -4.04
C: 4.56 1.84 -2.55
H: 3.54 -1.39 -1.54
H: 4.91 -2.27 -1.34
H: 4.06 -2.36 -2.89
H: 3.70 1.77 -1.89
H: 4.39 2.50 -3.41
H: 5.40 2.20 -1.95
C: 2.91 5.45 0.87
C: 1.83 4.45 0.30
O: 1.59 4.30 -0.90
N: 1.03 3.56 1.23
H: 0.84 2.74 0.67
H: 1.49 3.16 2.04
C: -0.34 4.19 1.73
H: 2.45 6.27 1.41
H: 3.56 5.64 0.01
H: 3.76 5.07 1.44
H: -0.82 3.60 2.51
H: -1.08 4.36 0.95
H: -0.19 5.20 2.10
C: 1.95 -2.42 -6.20
C: 0.72 -2.83 -5.49
O: -0.12 -3.57 -6.02
N: 0.45 -2.34 -4.05
H: 1.09 -1.57 -3.92
H: -0.44 -1.87 -4.11
C: 0.32 -3.45 -2.96
H: 2.90 -2.31 -5.66
H: 1.79 -1.53 -6.80
H: 2.18 -3.16 -6.97
H: 1.12 -4.19 -3.02
H: -0.48 -4.10 -3.31
H: 0.15 -2.86 -2.06
C: 0.03 -3.24 2.56
C: -0.28 -2.67 3.96
O: 0.51 -2.48 4.86
N: -1.76 -2.47 4.24
H: -1.89 -1.52 4.55
H: -2.28 -2.53 3.37
C: -2.29 -3.49 5.23
H: -0.55 -2.64 1.86
H: -0.30 -4.26 2.36
H: 1.10 -3.28 2.35
H: -3.29 -3.07 5.30
H: -1.87 -3.25 6.21
H: -2.50 -4.54 5.00
C: -3.14 1.66 -1.40
C: -2.55 2.75 -2.33
O: -2.32 3.87 -1.83
N: -2.21 2.36 -3.73
H: -2.29 1.38 -3.95
H: -2.73 2.90 -4.40
C: -0.73 2.81 -3.96
H: -3.09 2.03 -0.38
H: -2.33 0.95 -1.58
H: -4.11 1.30 -1.75
H: -0.20 2.31 -3.15
H: -0.67 3.90 -3.88
H: -0.28 2.48 -4.89
C: -2.99 0.46 6.31
O: -2.59 0.21 4.99
O: -2.04 -0.31 7.05
C: -3.00 2.00 6.63
F: -4.28 2.43 6.54
F: -2.48 2.34 7.86
F: -2.40 2.74 5.73
C: -3.43 0.73 3.93
C: -2.70 0.85 2.54
H: -1.77 1.41 2.54
H: -2.45 -0.20 2.39
H: -3.38 1.20 1.77
H: -3.84 1.73 4.09
H: -4.25 0.03 3.80
H: -3.96 0.02 6.55
C: -3.77 -2.84 0.78
O: -4.97 -2.15 0.40
O: -3.65 -2.64 2.16
C: -3.73 -4.26 0.11
F: -2.60 -4.95 0.60
F: -4.83 -4.95 0.24
F: -3.65 -4.15 -1.15
C: -5.07 -1.01 -0.40
C: -6.45 -0.35 -0.50
H: -6.36 0.56 -1.10
H: -7.20 -0.97 -0.99
H: -6.70 0.02 0.49
H: -4.64 -1.08 -1.40
H: -4.43 -0.26 0.07
H: -2.97 -2.27 0.30
C: 3.83 1.62 2.34
O: 4.03 0.54 3.30
O: 3.35 2.68 3.14
C: 5.16 1.84 1.47
F: 6.36 1.55 2.09
F: 5.12 1.10 0.30
F: 5.31 3.06 1.03
C: 4.28 -0.84 2.87
C: 4.39 -1.60 4.17
H: 4.69 -2.62 3.93
H: 5.17 -1.07 4.72
H: 3.54 -1.58 4.85
H: 5.25 -0.95 2.39
H: 3.58 -1.25 2.13
H: 3.09 1.12 1.70
P: 0.46 0.02 -0.06
F: 0.33 0.49 1.56
F: -0.15 1.54 -0.35
F: 1.93 0.72 -0.22
F: 0.34 -0.40 -1.64
F: 1.24 -1.41 0.18
F: -0.95 -0.77 0.10
B: 1.90 0.54 -5.01
F: 2.03 1.86 -4.61
F: 2.96 0.18 -5.87
F: 2.14 -0.26 -3.86
F: 0.68 0.27 -5.57
B: -2.45 -0.91 -4.34
F: -2.54 -2.18 -3.80
F: -3.59 -0.17 -4.25
F: -1.31 -0.23 -3.86
F: -2.11 -1.15 -5.67



Entry 4:
The following is a quantum chemistry calculation of a cluster of 3 separate species, C27H58ClFN4O8P in total at a distorted geometry, from OMol25.

Summary:
electronic energy	-75799.8766	eV
2S+1	1
Kohn-Sham gap	6.4	eV
net charge	-1
HOMO level	-4.297	eV
strongest force on any atom	8.30	eV/Å
LUMO	2.06	eV

Cartesian coordinates (Å):
C: -3.50 -4.09 3.99
C: -5.12 -3.88 3.62
O: -6.10 -4.09 4.51
N: -5.48 -3.38 2.21
C: -5.20 -1.90 2.27
C: -5.18 -1.16 0.77
C: -5.17 0.45 1.07
C: -4.93 1.38 -0.30
C: -3.71 2.50 -0.08
C: -2.37 1.63 0.14
C: -1.53 1.77 1.52
C: -0.03 1.03 1.46
C: 0.12 -0.06 0.24
C: 0.37 0.27 2.86
C: -4.24 3.42 1.18
O: -3.53 4.15 2.03
O: -5.73 3.57 1.35
N: -3.51 3.45 -1.20
C: -2.47 4.51 -0.97
C: -3.18 6.00 -0.85
F: -3.52 6.42 -2.23
P: -3.67 2.89 -2.85
O: -5.38 2.56 -3.22
Cl: -2.76 0.95 -3.18
H: -3.12 -3.10 4.52
H: -2.90 -4.17 2.97
H: -3.33 -5.05 4.68
H: -4.80 -3.82 1.54
H: -4.17 -1.66 2.80
H: -6.06 -1.41 2.94
H: -4.16 -1.44 0.22
H: -6.12 -1.47 0.14
H: -6.23 0.75 1.50
H: -4.37 0.66 1.89
H: -5.94 1.91 -0.65
H: -4.69 0.61 -1.15
H: -1.62 1.88 -0.76
H: -2.61 0.47 0.00
H: -1.26 2.92 1.70
H: -2.13 1.29 2.40
H: 0.81 1.86 1.28
H: -0.76 -0.83 0.22
H: 0.30 0.46 -0.81
H: 1.12 -0.67 0.46
H: 0.03 0.87 3.81
H: -0.08 -0.83 2.86
H: 1.55 0.13 2.83
H: -1.63 4.48 -1.82
H: -1.86 4.37 0.04
H: -4.17 5.86 -0.25
H: -2.50 6.79 -0.30
H: -5.49 2.45 -4.22
C: -1.04 -1.70 -7.65
O: -0.73 -3.06 -7.37
C: 0.58 -3.46 -7.80
C: 1.52 -3.62 -6.59
N: 1.86 -2.33 -5.98
C: 2.47 -2.43 -4.65
C: 1.69 -3.18 -3.55
O: 0.52 -2.50 -3.08
C: -0.61 -2.64 -3.93
H: -2.12 -1.57 -7.54
H: -0.55 -1.04 -6.93
H: -0.76 -1.42 -8.67
H: 0.99 -2.77 -8.55
H: 0.46 -4.43 -8.27
H: 2.45 -4.11 -6.93
H: 1.02 -4.29 -5.88
H: 1.01 -1.78 -5.90
H: 2.63 -1.41 -4.31
H: 3.46 -2.89 -4.76
H: 2.36 -3.23 -2.68
H: 1.47 -4.22 -3.80
H: -0.67 -3.63 -4.39
H: -0.60 -1.86 -4.69
H: -1.51 -2.49 -3.33
C: 7.51 2.32 5.92
O: 7.21 2.76 4.61
C: 7.97 2.10 3.59
C: 7.10 1.11 2.80
N: 6.74 -0.06 3.62
C: 5.65 -0.88 3.06
C: 4.30 -0.19 2.78
O: 3.57 0.19 3.96
C: 4.02 1.40 4.55
H: 7.09 3.04 6.63
H: 7.04 1.35 6.13
H: 8.59 2.26 6.09
H: 8.87 1.63 3.99
H: 8.29 2.89 2.89
H: 7.64 0.77 1.91
H: 6.21 1.65 2.47
H: 6.46 0.25 4.54
H: 5.48 -1.68 3.78
H: 6.01 -1.35 2.14
H: 3.67 -0.94 2.28
H: 4.37 0.64 2.08
H: 4.35 2.13 3.82
H: 4.82 1.18 5.27
H: 3.19 1.83 5.13